1.
Below is C30H37Br2Cl3F4FePSi2 as an isolated structure, with properties calculated with ωB97M-V/def2-TZVPD.

Calculated values
Gap between HOMO and LUMO (alpha / beta)   8.5 / 6.2 eV
Spin multiplicity   6
Charge   +2
LUMO (alpha / beta)   -5.63 / -8.21 eV
<S²>   8.76

Each line ends with the natural charge from an NBO analysis.
Geometry (Å):
Fe1 -0.2966 0.1569 -0.0590  1.18
F1 -6.2490 -3.1878 1.2645  -0.24
C1 -5.3550 -2.2296 1.1904  0.32
C2 -5.5618 -1.0282 1.8444  0.34
F2 -6.6637 -0.8337 2.5362  -0.25
C3 -4.6005 -0.0306 1.7589  0.36
F3 -4.8489 1.1139 2.3847  -0.28
C4 -3.4204 -0.1905 1.0454  -0.45
P1 -2.2418 1.1921 0.9267  0.80
C5 -3.1665 2.4010 -0.0465  -0.29
C6 -3.4367 2.0525 -1.3716  -0.23
C7 -4.2276 2.8733 -2.1553  -0.19
C8 -4.7312 4.0572 -1.6280  -0.17
C9 -4.4501 4.4122 -0.3174  -0.19
C10 -3.6738 3.5826 0.4815  -0.20
C11 -1.9170 1.8089 2.5870  -0.42
C12 -1.3020 3.0563 2.7083  -0.16
C13 -0.9541 3.5363 3.9613  -0.20
C14 -1.1944 2.7664 5.0913  -0.17
C15 -1.7749 1.5112 4.9691  -0.19
C16 -2.1332 1.0287 3.7199  -0.19
C17 -3.2603 -1.4035 0.3694  -0.12
Br1 -1.7932 -1.7897 -0.7992  0.16
C18 -4.2000 -2.4117 0.4367  0.31
F4 -4.0348 -3.5519 -0.2141  -0.27
H1 -3.0430 1.1311 -1.7915  0.21
H2 -4.4537 2.5914 -3.1752  0.23
H3 -5.3519 4.6998 -2.2381  0.24
H4 -4.8482 5.3298 0.0939  0.24
H5 -3.4972 3.8485 1.5148  0.23
H6 -1.0951 3.6590 1.8306  0.22
H7 -0.4964 4.5120 4.0550  0.24
H8 -0.9265 3.1437 6.0691  0.24
H9 -1.9572 0.9096 5.8494  0.24
H10 -2.5862 0.0479 3.6396  0.22
C19 3.3671 4.2759 -4.6644  -0.62
C20 2.6390 3.7431 -3.4030  -0.68
C21 2.1731 4.9436 -2.5658  -0.61
C22 3.6435 2.9564 -2.5445  -0.61
Si1 1.2071 2.7271 -4.0859  2.29
Br2 0.5525 1.4549 -1.8251  -0.49
C23 -0.4541 3.5807 -4.3617  -0.69
C24 -1.0339 4.3122 -3.1366  -0.60
C25 -1.5259 2.5968 -4.8526  -0.61
C26 -0.1915 4.6329 -5.4695  -0.62
C27 1.6176 1.2225 -5.1454  -0.68
C28 1.5772 1.7472 -6.6030  -0.62
C29 3.0212 0.6674 -4.8587  -0.61
C30 0.6358 0.0451 -5.0184  -0.61
H11 4.1774 4.9316 -4.3354  0.24
H12 2.7199 4.8685 -5.3133  0.22
H13 3.8163 3.4825 -5.2612  0.22
H14 3.0600 5.4583 -2.1886  0.23
H15 1.5734 4.6455 -1.7042  0.21
H16 1.6091 5.6694 -3.1498  0.22
H17 4.4331 3.6492 -2.2430  0.23
H18 4.1200 2.1345 -3.0723  0.23
H19 3.1878 2.5660 -1.6343  0.21
H20 -1.1491 3.6632 -2.2679  0.21
H21 -2.0324 4.6664 -3.4063  0.22
H22 -0.4551 5.1823 -2.8438  0.22
H23 -1.7346 1.8156 -4.1182  0.21
H24 -1.2699 2.1232 -5.7991  0.22
H25 -2.4504 3.1570 -5.0153  0.22
H26 0.5178 5.3988 -5.1558  0.22
H27 -1.1362 5.1391 -5.6851  0.24
H28 0.1627 4.1979 -6.4046  0.23
H29 2.2607 2.5813 -6.7768  0.23
H30 0.5782 2.0499 -6.9144  0.22
H31 1.8901 0.9343 -7.2631  0.24
H32 3.8152 1.3888 -5.0442  0.22
H33 3.1934 -0.1775 -5.5296  0.23
H34 3.1155 0.2978 -3.8362  0.21
H35 -0.3831 0.2923 -5.3071  0.22
H36 0.6194 -0.3656 -4.0091  0.21
H37 0.9802 -0.7475 -5.6871  0.23
Cl1 0.3230 -1.0741 2.0358  -0.36
Si2 2.1474 0.0744 1.9152  1.06
Cl2 2.0768 1.4504 3.3743  -0.27
Cl3 3.6728 -1.2185 2.0371  -0.26

***

2.
Below is C30H37BrN5O2PS2Sc as an isolated structure, with properties calculated with ωB97M-V/def2-TZVPD.

Calculated values
Gap between HOMO and LUMO   6.8 eV
Relative energy (zero: lowest compared OMol25 entry of this formula, charge and spin)   109.5 kJ/mol
Charge   +1
LUMO   -3.70 eV

Each line ends with the Löwdin charge.
Geometry (Å):
Sc1 -1.0877 -0.0953 -0.8372  0.73
C1 -0.7670 4.1494 -4.5301  -0.41
S1 -2.3954 3.7063 -3.9076  0.90
C2 -2.1355 2.2640 -2.9515  -1.07
S2 -0.5840 1.5508 -2.7885  0.68
N1 -3.2475 1.8791 -2.3698  -0.09
N2 -3.0743 0.7687 -1.5863  -0.10
C3 -4.1510 0.2760 -1.0840  -0.05
C4 -4.0607 -0.9948 -0.3639  -0.25
C5 -5.1872 -1.6578 0.1020  0.01
C6 -5.0334 -2.9304 0.6324  -0.02
C7 -3.7730 -3.5005 0.6678  -0.02
C8 -2.6919 -2.7592 0.2137  -0.14
N3 -2.8236 -1.5267 -0.2740  0.00
H1 -0.7962 5.2221 -4.7075  0.04
H2 0.0074 3.9347 -3.7999  0.00
H3 -0.5431 3.6321 -5.4590  0.04
H4 -5.1154 0.7260 -1.3025  0.14
H5 -6.1582 -1.1915 0.0217  0.13
H6 -5.8948 -3.4747 0.9929  0.12
H7 -3.6132 -4.5010 1.0406  0.12
H8 -1.6865 -3.1619 0.2344  0.11
O1 -0.5356 -4.0259 -2.3260  0.05
C9 0.6424 -3.9172 -2.9913  -0.25
C10 1.1688 -5.0815 -3.5484  0.00
C11 2.3682 -5.0510 -4.2318  -0.07
C12 3.0613 -3.8553 -4.3840  -0.08
C13 2.5318 -2.7029 -3.8381  -0.05
C14 1.3311 -2.7083 -3.1288  -0.11
C15 0.8911 -1.4104 -2.5012  -0.38
O2 -0.4246 -1.4221 -2.0556  -0.32
N4 1.7575 -1.1111 -1.3227  0.04
N5 1.0878 -0.8961 -0.1635  -0.05
C16 1.6866 -1.1619 0.9385  -0.16
C17 1.0485 -1.0559 2.2349  -0.60
Br1 -0.8424 -0.9045 2.2018  0.92
C18 1.6744 -1.1630 3.4169  -0.09
C19 3.1286 -1.1885 3.6101  -0.23
C20 3.6591 -2.0128 4.6045  -0.03
C21 5.0261 -2.0685 4.8103  -0.06
C22 5.8757 -1.2832 4.0431  -0.07
C23 5.3555 -0.4336 3.0786  -0.06
C24 3.9879 -0.3823 2.8623  -0.05
H9 -0.8176 -3.1134 -2.1333  0.05
H10 0.6103 -5.9990 -3.4317  0.12
H11 2.7604 -5.9632 -4.6584  0.11
H12 3.9915 -3.8236 -4.9317  0.10
H13 3.0526 -1.7608 -3.9716  0.12
H14 1.0081 -0.5802 -3.2165  0.10
H15 2.5584 -1.7279 -1.2378  0.14
H16 2.7008 -1.5552 0.9396  0.14
H17 1.0675 -1.2416 4.3120  0.12
H18 2.9939 -2.6169 5.2074  0.12
H19 5.4297 -2.7187 5.5737  0.11
H20 6.9433 -1.3209 4.2101  0.11
H21 6.0140 0.2021 2.5030  0.11
H22 3.5874 0.3188 2.1416  0.11
C25 -0.2736 5.3556 -0.0115  -0.13
C26 -0.0385 3.9205 -0.4611  -0.43
P1 -0.6728 2.5675 0.6094  0.92
C27 0.1770 3.0567 2.1779  -0.39
C28 0.0135 2.2723 3.4701  -0.15
C29 -2.4209 3.0782 0.8810  -0.40
C30 -3.2470 2.1265 1.7368  -0.15
H23 0.1664 6.0395 -0.7369  0.08
H24 0.1768 5.5864 0.9523  0.06
H25 -1.3355 5.5918 0.0448  0.07
H26 1.0317 3.7214 -0.5836  0.09
H27 -0.4732 3.7636 -1.4481  0.00
H28 -0.1476 4.0876 2.3517  0.07
H29 1.2392 3.1247 1.9199  0.09
H30 -1.0274 2.0754 3.7171  0.05
H31 0.4387 2.8483 4.2921  0.08
H32 0.5377 1.3226 3.4374  0.02
H33 -2.8664 3.1745 -0.1152  0.07
H34 -2.4356 4.0790 1.3229  0.08
H35 -3.1489 1.0848 1.4149  0.02
H36 -4.3055 2.3816 1.6831  0.08
H37 -2.9560 2.1625 2.7853  0.06

***

These records have strongest force on any atom values of 0.009; 0.010 hartree/bohr, in the order they appear.